Here is a molecular structure, CH3N3O2S in a non-equilibrium geometry from the OMol25 dataset. Energies are from ωB97M-V/def2-TZVPD.

## Properties
gap between HOMO and LUMO	10.931	eV
strongest force on any atom	5.79	eV Å⁻¹
charge	0

Cartesian coordinates (Å):
1 C -0.506 0.177 1.247
2 N 0.455 0.734 0.726
3 N 1.240 0.506 -1.762
4 N -1.315 -0.325 1.934
5 O -1.133 0.066 -1.178
6 O 0.483 -1.739 -0.654
7 S 0.240 -0.337 -1.019
8 H 0.631 1.614 0.498
9 H 2.167 -0.037 -1.670
10 H -2.261 -0.658 1.879